{"formula": "CH2O4P", "method": "ωB97M-V with the def2-TZVPD basis set", "e_homo_ev": -5.48, "total_charge": -1, "total_energy_ev": -18551.4333, "de_lowest_kcal_mol": 13.5, "symbols": ["O", "H", "O", "O", "P", "C", "O", "H"], "positions_angstrom": [[-0.602, 0.319, -0.260], [-1.611, -0.633, 1.194], [-2.893, 0.448, 0.093], [2.163, 1.252, 0.096], [1.565, -0.025, -0.280], [-1.732, 0.073, 0.320], [1.818, -1.253, 0.473], [1.293, -0.183, -1.634]]}